{"formula": "C34H89N9O8", "method": "wB97M-V/def2-TZVPD", "lumo_ev": 0.05, "total_energy_ha": -2443.22759, "gap_ha": 0.3190, "homo_ev": -8.634, "smiles": "CC1(C)CCCC(C)(C)N1O.COC[C@H](C)N.COC[C@H](C)N.COC[C@H](C)N.COC[C@H](C)N.COC[C@H](C)N.COC[C@H](C)N.NC(N)=O", "relative_energy_ev": 0.723, "symbols": ["H", "H", "N", "C", "H", "H", "H", "H", "H", "C", "H", "H", "H", "H", "H", "C", "H", "C", "C", "H", "C", "H", "N", "H", "H", "H", "C", "H", "H", "C", "H", "H", "H", "C", "H", "N", "H", "H", "H", "H", "C", "C", "H", "O", "H", "O", "C", "C", "H", "H", "C", "H", "H", "C", "C", "H", "O", "H", "H", "N", "H", "H", "H", "H", "C", "C", "H", "H", "N", "C", "H", "H", "H", "H", "H", "C", "H", "H", "C", "C", "C", "H", "C", "H", "H", "H", "H", "O", "H", "C", "H", "H", "H", "H", "H", "C", "H", "H", "H", "C", "H", "H", "H", "H", "H", "H", "O", "H", "C", "H", "C", "H", "H", "C", "N", "H", "O", "H", "H", "N", "H", "O", "H", "N", "H", "H", "C", "H", "N", "O", "H", "H", "H", "H", "C", "C", "C", "H", "H", "H"], "positions_angstrom": [[5.515, -6.180, 4.357], [4.848, -3.205, -5.023], [-6.629, 4.037, -0.450], [-0.062, 0.698, -5.726], [2.500, 0.482, 6.470], [-6.579, -3.848, -3.259], [5.254, -4.976, 5.529], [0.131, -1.270, 2.873], [4.257, -3.889, 1.779], [1.908, 6.845, 0.703], [1.211, 2.989, -0.844], [3.483, 1.932, -1.027], [-6.601, 0.900, 3.002], [2.039, 1.558, 5.438], [5.187, -4.839, -5.777], [4.719, -5.574, 4.791], [1.494, 6.291, 1.546], [1.567, 3.792, -0.199], [-6.397, 2.891, 0.373], [-3.261, 1.466, -5.306], [3.921, -4.802, 3.786], [-5.892, 2.092, -0.170], [-3.502, -5.569, 0.160], [-4.341, -3.595, 1.733], [-4.498, -3.486, -1.238], [-0.906, -0.174, 7.766], [-5.185, -4.326, -1.131], [1.661, 1.839, 8.417], [-8.002, -3.083, -2.379], [3.581, 4.616, -1.831], [3.865, -6.687, -3.765], [-5.976, 4.192, 2.146], [-6.490, -2.350, -2.392], [-5.119, -4.319, 1.492], [5.616, -4.581, -4.151], [-1.319, -0.764, 1.005], [2.590, -4.323, -2.632], [2.752, -3.997, -4.761], [3.674, -3.167, -2.801], [-0.177, 1.448, 5.916], [3.060, -6.161, -4.279], [0.562, 1.036, 6.604], [4.205, 7.170, 2.287], [-6.641, -4.065, -1.170], [2.249, -6.361, -3.578], [-7.575, 0.927, 1.208], [6.767, -3.016, 1.994], [4.863, -4.260, 2.606], [5.453, 7.228, 1.132], [0.489, -2.888, 2.183], [-3.171, 3.033, -8.730], [-0.902, 2.544, -7.613], [-5.582, -5.898, 0.261], [-1.712, 1.849, -7.393], [-0.516, -1.806, 1.034], [1.218, 6.747, -0.134], [-0.233, 2.736, 8.290], [-8.240, 1.589, 3.160], [-4.629, 3.791, 1.138], [1.742, 0.677, 5.832], [4.242, 8.455, 1.168], [-1.216, 2.462, -5.484], [-2.395, 3.351, -9.426], [-3.176, -5.687, 1.109], [-6.943, -3.341, -2.365], [3.742, 6.940, -1.149], [5.277, -5.174, 2.180], [0.759, 1.315, -6.091], [3.538, -4.159, -2.938], [4.873, -4.286, -4.892], [3.582, -3.883, 4.263], [-7.144, 3.622, -1.213], [1.357, 3.001, 7.133], [0.928, 4.631, -0.471], [-2.991, -4.764, -0.172], [-1.146, 3.320, 7.345], [1.923, 6.190, -2.152], [-1.870, 0.937, -7.969], [0.067, -0.305, 7.294], [3.865, 2.691, -0.344], [3.444, 6.555, 0.376], [-1.578, -0.258, 1.840], [-7.765, 2.245, 0.775], [3.303, 6.339, -3.159], [3.371, 7.940, -1.376], [1.595, 3.603, 0.874], [4.671, 4.613, -1.818], [-0.330, -2.648, 0.158], [-1.902, 2.574, 7.101], [2.566, -8.117, -5.554], [4.427, 4.337, 2.138], [-8.338, 2.962, 1.362], [-7.285, 4.708, -0.076], [-2.752, 0.177, -5.885], [-1.684, -0.469, 0.110], [-1.350, 1.463, -5.898], [0.840, -0.440, 8.051], [0.034, -1.155, 6.612], [3.771, 2.052, 0.534], [3.003, 6.038, -2.156], [-6.024, -3.721, 1.387], [3.455, -8.666, -5.243], [2.995, -6.490, 2.945], [4.831, 6.953, -1.182], [-5.104, -5.079, 2.273], [-5.242, 2.624, 2.200], [-2.789, 2.760, -7.404], [-8.435, 2.038, -0.060], [3.137, 4.046, -0.397], [4.953, 2.718, -0.402], [3.515, -4.616, -4.290], [1.657, -8.325, -4.990], [-1.606, 4.165, 7.857], [4.378, 7.375, 1.230], [3.759, 5.078, 0.552], [7.448, -3.805, 1.676], [3.545, 4.655, 1.934], [-0.052, -0.211, -6.327], [6.155, -2.733, 1.137], [0.057, -1.976, 2.155], [4.134, -6.255, 5.408], [5.910, -3.349, 3.068], [-8.038, -0.119, 2.954], [2.756, -5.601, 3.362], [7.252, -2.062, 2.203], [0.039, 0.705, -4.641], [-7.631, 0.844, 2.648], [2.313, -8.306, -6.598], [-2.442, 0.879, -5.229], [2.783, -6.670, -5.539], [3.422, 3.974, -2.697], [-0.725, 3.740, 6.431], [-3.562, 2.154, -9.242], [-4.917, -4.859, -2.043], [-5.575, 3.401, 1.512], [-4.863, -5.081, 0.193], [0.940, 2.141, 7.658], [-3.924, 3.822, -8.732], [1.839, 7.876, 1.047], [2.095, -5.796, 4.100]], "atomic_forces_ev_per_a": [[-0.1, -0.2, -0.4], [0.6, -0.1, -0.3], [-0.3, -0.1, -2.1], [-0.1, 1.2, -0.4], [0.2, -0.5, 0.3], [-0.4, -0.3, -0.1], [0.0, 0.5, -0.2], [0.2, -0.5, 0.0], [-0.1, 0.8, 0.2], [1.0, 0.7, 0.4], [0.3, -0.4, 0.4], [-0.1, 0.7, -0.9], [0.0, 0.1, 0.4], [0.3, 0.1, -0.7], [-0.6, 0.3, -0.4], [1.4, -0.5, 1.2], [0.4, -0.4, -0.1], [2.0, 0.7, -0.3], [-1.7, 0.0, 1.3], [0.0, 0.8, 0.4], [0.5, 0.8, -0.2], [0.4, 0.3, -0.2], [0.2, 0.0, -0.6], [0.3, 0.0, -0.2], [-0.6, 1.1, 0.4], [0.1, 0.0, 0.1], [-1.0, -0.6, 0.8], [-0.3, -0.3, 0.1], [-0.1, -0.7, -0.1], [-1.4, 0.2, 0.0], [0.7, -0.3, -0.3], [-0.6, 0.0, -0.3], [0.5, 0.1, 0.3], [0.1, 0.7, -0.7], [0.1, 0.3, 0.2], [-2.0, 2.5, -1.3], [-0.1, 0.1, 0.8], [-0.2, -0.5, -1.0], [0.3, 0.1, -0.5], [0.0, -0.1, 0.0], [1.2, 1.4, 0.9], [0.0, -1.2, 1.5], [-0.2, -0.2, 0.1], [2.1, 0.7, -0.7], [-0.7, 0.6, 0.0], [-0.9, 0.1, 2.6], [-0.9, 0.9, -0.5], [-0.5, -1.3, 0.9], [-0.1, -0.5, -0.7], [0.4, 0.4, 0.7], [-0.6, 0.1, -0.5], [0.9, -1.0, -1.2], [0.1, -0.4, -0.4], [1.4, 0.8, 2.3], [-0.7, -1.5, -3.0], [0.3, -0.1, -0.1], [0.6, -0.4, -0.5], [0.0, 0.4, -0.5], [-0.1, 0.2, -0.3], [0.1, 0.7, -0.4], [-0.4, 0.0, -0.5], [0.2, 0.1, 0.4], [0.7, 0.3, 0.5], [0.1, -0.2, 0.2], [0.0, 0.5, 0.6], [-1.4, -0.1, 1.1], [0.7, -0.1, -0.1], [0.1, 0.0, -0.2], [-0.5, -0.7, 1.9], [0.0, -0.7, 0.3], [-0.5, -0.1, 0.1], [-0.1, 0.5, -0.8], [0.6, -0.2, -0.4], [0.3, 0.2, 0.4], [0.8, 0.0, -0.1], [0.0, -0.2, 1.1], [0.0, -0.5, 0.5], [0.1, 0.2, -0.6], [0.4, 1.9, -0.2], [0.2, -1.0, 1.2], [-1.7, -0.9, -1.4], [0.1, -0.1, -0.4], [0.7, -0.1, -1.6], [0.2, -0.1, -0.1], [0.2, 0.4, 0.7], [-1.0, -0.3, -0.1], [0.1, 0.7, 0.3], [-0.6, 0.4, -1.2], [-0.2, 0.1, -0.2], [-0.4, 2.0, -0.6], [0.0, -0.1, 0.2], [0.0, -0.3, 1.0], [0.0, 0.0, 0.7], [-0.1, -1.2, 0.2], [-0.1, 0.0, 0.3], [-0.2, 2.5, -2.0], [-0.2, -0.6, 0.2], [0.1, 0.2, -0.1], [-0.6, 0.7, 1.0], [2.5, -0.7, 0.7], [-0.4, -0.4, 0.5], [-0.1, 0.0, 0.2], [0.3, 0.0, 0.0], [0.0, -0.3, -0.7], [-0.5, 0.3, 0.3], [-0.3, -0.3, 0.1], [-0.8, -0.5, -0.3], [0.3, 0.8, -0.9], [0.0, 0.9, -1.8], [0.0, 0.6, -0.6], [-0.8, -0.9, -1.2], [0.2, -0.3, 0.4], [-0.2, -0.1, 0.1], [0.1, 0.3, 1.6], [0.1, -0.7, -0.6], [0.1, -0.1, 0.3], [-0.2, 0.5, -1.1], [0.0, -0.4, 0.8], [-0.2, -0.3, -0.4], [2.7, -1.1, 4.9], [-0.4, 0.0, -0.2], [-1.4, -1.3, -0.4], [0.1, -0.1, -0.3], [0.1, 0.9, -1.2], [0.5, -0.4, 0.5], [0.3, -1.2, -0.1], [0.7, -0.9, -0.3], [0.3, -0.3, 0.0], [-1.5, -1.4, 0.2], [0.1, -1.0, -0.5], [-0.8, -0.7, 0.4], [0.5, -0.3, -0.1], [-0.4, -0.3, 0.2], [-0.2, -0.9, 0.2], [1.6, -0.7, 1.2], [-1.0, 0.2, -0.3], [-2.1, 0.7, -0.9], [-0.1, -0.1, 0.2], [0.0, 0.3, -0.2], [0.3, 0.3, 0.2]]}